Entry 1:
C44H39GeN5O2Tl as an isolated structure. Source: OMol25; level of theory: ωB97M-V/def2-TZVPD.

## Properties
2S+1: 2
E_tot, Eh: -4372.851261
Net charge: -2
Frontier orbital gap (spin up / spin down), eV: 3.76 / 3.81
Strongest force on any atom, Eh/bohr: 0.279
⟨S²⟩: 0.78

CARTESIAN COORDINATES (ANGSTROEM)
Tl1 -0.22368 0.70742 0.18762
C1 1.36797 -1.96128 3.26448
C2 2.73590 -1.74490 3.17993
C3 3.24080 -0.98275 2.12685
C4 2.35446 -0.45899 1.18681
N1 1.03834 -0.66262 1.26161
C5 0.56581 -1.40230 2.28699
C6 2.66671 0.35454 0.02801
C7 3.98188 0.70593 -0.31138
C8 4.21181 1.48885 -1.42822
C9 3.12422 1.90012 -2.17356
C10 1.84081 1.50969 -1.77453
N2 1.55181 0.73137 -0.68058
C11 0.64631 1.88138 -2.48834
C12 0.52177 2.69115 -3.61376
C13 -0.75066 2.91411 -4.13703
C14 -1.84863 2.32573 -3.52330
C15 -1.62153 1.53755 -2.40893
N3 -0.39729 1.30990 -1.88884
H1 0.93680 -2.54732 4.06738
H2 3.40522 -2.16359 3.92560
H3 4.30818 -0.81341 2.06420
H4 -0.51206 -1.53398 2.29634
H5 4.82870 0.37796 0.27951
H6 5.22058 1.77162 -1.71167
H7 3.28485 2.51169 -3.05328
H8 1.38094 3.14960 -4.08638
H9 -0.88258 3.54124 -5.01375
H10 -2.85358 2.47576 -3.89976
H11 -2.43825 1.05083 -1.88428
C16 -1.79715 -0.46250 4.43854
C17 -0.76626 0.25124 3.60791
O1 -1.17997 0.58516 2.45714
C18 0.47253 0.46542 4.08984
C19 1.28400 1.20322 3.08820
C20 2.30538 2.18559 3.57964
N4 0.97937 0.99722 1.84101
N5 1.59096 1.96149 0.91613
C21 0.93354 2.65169 -0.01716
O2 -0.21919 2.85664 -0.52367
C22 1.85216 3.61153 -0.77725
C23 1.82605 3.76274 -2.17476
C24 2.71204 4.63417 -2.81541
C25 3.64464 5.35531 -2.06854
C26 3.69402 5.20463 -0.68248
C27 2.80557 4.33557 -0.04308
H12 -2.14689 -1.37680 3.94269
H13 -2.66416 0.17979 4.63586
H14 -1.39263 -0.76376 5.41230
H15 0.84302 0.20808 5.06290
H16 2.47030 2.07169 4.65475
H17 1.95771 3.20343 3.38362
H18 3.25638 2.01934 3.06548
H19 1.09919 3.19137 -2.74610
H20 2.66415 4.74262 -3.89328
H21 4.33108 6.03219 -2.56547
H22 4.41633 5.75706 -0.09174
H23 2.83224 4.21183 1.03604
C28 -3.24099 -0.76963 1.48982
Ge1 -2.15080 -1.16775 -0.08163
C29 -3.18811 -0.79737 -1.67348
C30 -2.57014 -0.73943 -2.93140
C31 -3.32578 -0.46915 -4.07677
C32 -4.70232 -0.25460 -3.97340
C33 -5.32438 -0.30833 -2.72375
C34 -4.57101 -0.57775 -1.57677
C35 -1.21744 -2.88247 -0.24942
C36 -0.22729 -2.92820 -1.24386
C37 0.52279 -4.07931 -1.46904
C38 0.30486 -5.21809 -0.70345
C39 -0.67037 -5.21563 0.30068
C40 -0.87624 -6.37501 1.06555
C41 -1.84375 -6.39348 2.06773
C42 -2.61331 -5.25932 2.31304
C43 -2.41996 -4.09828 1.56047
C44 -1.44770 -4.04507 0.54312
H24 -4.16463 -1.38301 1.49576
H25 -3.53564 0.29930 1.45696
H26 -2.65036 -0.95082 2.41134
H27 -1.50808 -0.89527 -3.03368
H28 -2.84321 -0.42460 -5.04471
H29 -5.28600 -0.04534 -4.86056
H30 -6.39073 -0.14113 -2.64338
H31 -5.07093 -0.61536 -0.61926
H32 -0.01903 -2.05939 -1.84994
H33 1.28150 -4.08623 -2.24122
H34 0.90107 -6.10261 -0.89520
H35 -0.28823 -7.26773 0.88721
H36 -1.99877 -7.28985 2.65437
H37 -3.36607 -5.27869 3.09092
H38 -3.04298 -3.26377 1.79102
H39 -1.94600 1.34211 -0.12795



Entry 2:
An isolated ion of composition C4H13N2O and charge +1. Source: OMol25; level of theory: ωB97M-V/def2-TZVPD.

## Properties
Structure (SMILES): CNC[C@@H]([NH3+])CO
2S+1: 1
E_tot, Eh: -344.647575
Net charge: +1
Frontier orbital gap, eV: 10.21
Strongest force on any atom, Eh/bohr: 0.071

CARTESIAN COORDINATES (ANGSTROEM)
C1 2.04048 -1.50331 -0.68975
N1 1.34661 -1.03083 0.47824
C2 -0.16065 -1.01637 0.29005
C3 -0.68021 0.54360 0.44164
N2 0.50747 1.49500 0.68560
C4 -1.76995 0.77005 -0.67938
O1 -2.10872 2.13366 -0.78710
H1 1.54634 -1.17503 -1.62941
H2 1.86929 -2.59243 -0.70234
H3 3.11186 -1.26320 -0.50376
H4 1.49462 -1.49891 1.37039
H5 -0.67723 -1.62489 1.13212
H6 -0.45472 -1.35289 -0.67156
H7 -1.15598 0.56453 1.50367
H8 0.58154 2.21156 0.03631
H9 1.33700 0.82804 0.58630
H10 0.51076 1.85110 1.71604
H11 -2.56778 0.08367 -0.38240
H12 -1.68854 0.35248 -1.65134
H13 -3.08218 2.22416 -0.54336



Entry 3:
A 3-piece molecular cluster, C5H12O2 overall. Source: OMol25; level of theory: ωB97M-V/def2-TZVPD.

## Properties
Structure (SMILES): C=CC(=C)C.O.O
2S+1: 1
E_tot, Eh: -348.063018
Net charge: 0
Frontier orbital gap, eV: 9.26
Strongest force on any atom, Eh/bohr: 0.099

CARTESIAN COORDINATES (ANGSTROEM)
C1 -0.15562 0.51154 0.47708
C2 -1.50229 0.61061 0.40564
C3 -2.21518 1.93297 -0.01258
C4 -1.51639 2.87635 -0.74333
C5 -3.32731 2.34573 1.03067
H1 0.17501 -0.34112 1.06389
H2 0.49126 0.78867 -0.37741
H3 -2.05100 -0.12662 1.01769
H4 -1.86350 3.82895 -0.94432
H5 -0.53229 2.48649 -1.14927
H6 -3.00940 3.02281 1.77857
H7 -3.42564 1.40578 1.67086
H8 -4.37655 2.77875 0.67107
O1 6.24031 -2.42241 0.25526
H9 6.54490 -1.57848 0.45088
H10 5.78047 -2.79339 0.95347
O2 0.53229 -4.07842 -1.44956
H11 0.38046 -3.67386 -0.55674
H12 0.00623 -3.45451 -1.96924



Entry 4:
An isolated molecule of CH2INO. Source: OMol25; level of theory: ωB97M-V/def2-TZVPD.

## Properties
Structure (SMILES): O=NCI
2S+1: 1
E_tot, Eh: -466.883700
Net charge: 0
Frontier orbital gap, eV: 8.75
Strongest force on any atom, Eh/bohr: 0.065

CARTESIAN COORDINATES (ANGSTROEM)
O1 0.59714 2.33489 -0.35965
N1 0.08377 1.70882 0.52207
C1 -0.34560 0.20967 0.12381
I1 -2.46903 0.25648 0.01446
H1 0.10280 -0.34579 0.98756
H2 0.20076 0.17731 -0.88018



Entry 5:
C18H28Br2F12FeO8 as an isolated structure. Source: OMol25; level of theory: ωB97M-V/def2-TZVPD.

## Properties
2S+1: 5
E_tot, Eh: -8914.584899
Net charge: -2
Frontier orbital gap (spin up / spin down), eV: 4.79 / 4.72
Strongest force on any atom, Eh/bohr: 0.117
⟨S²⟩: 6.01

CARTESIAN COORDINATES (ANGSTROEM)
Fe1 -1.24325 -0.38791 -0.56557
C1 1.76667 -2.23611 -0.94468
O1 1.82495 -3.08290 0.22011
O2 0.44232 -1.78851 -0.86012
C2 2.88392 -1.22354 -1.20239
F1 3.04469 -0.40692 -0.18834
F2 4.04067 -1.86934 -1.41749
F3 2.66954 -0.40674 -2.23710
C3 2.84944 -4.06435 0.31001
C4 2.64521 -4.77083 1.72820
H1 2.67180 -4.02260 2.52038
H2 1.75234 -5.39599 1.73468
H3 3.59579 -5.27188 1.91106
H4 3.86185 -3.66908 0.22701
H5 2.87542 -4.81331 -0.48150
H6 1.88769 -2.84015 -1.84389
C5 -3.58136 -1.92322 -0.42005
O3 -3.32479 -0.56558 -0.92431
O4 -2.26850 -2.21310 0.05477
C6 -4.80309 -2.09807 0.63894
F4 -4.99409 -3.41716 1.07313
F5 -4.37477 -1.25435 1.62347
F6 -5.99640 -1.54633 0.35640
C7 -4.41618 0.35587 -1.14132
C8 -4.01569 1.58417 -1.88789
H7 -4.00110 1.48883 -2.97362
H8 -4.81182 2.25474 -1.56444
H9 -3.01879 1.93050 -1.61522
H10 -4.73394 0.70713 -0.15962
H11 -5.24662 -0.07191 -1.70299
H12 -3.81424 -2.48162 -1.32672
C9 0.39071 2.65721 -0.92998
O5 1.16797 2.97970 0.25291
O6 -0.56139 1.72408 -0.50236
C10 0.04974 3.77281 -1.91811
F7 -0.38313 4.74056 -1.22163
F8 1.05179 4.20769 -2.67354
F9 -0.99461 3.46150 -2.71886
C11 2.41788 3.70467 0.17558
C12 3.03932 3.55004 1.54998
H13 4.04709 3.96261 1.59773
H14 2.36691 4.07960 2.22491
H15 3.21566 2.51928 1.85744
H16 2.54586 4.67910 -0.29581
H17 3.11969 3.14544 -0.44316
H18 1.01559 1.97751 -1.50932
C13 -0.52345 -0.30237 2.90859
O7 0.31645 0.73155 3.40698
O8 -1.14451 0.16556 1.74429
C14 0.02309 -1.77102 2.90401
F10 -0.70439 -2.75297 2.29460
F11 1.16332 -1.71945 2.25024
F12 0.30307 -2.26859 4.11841
C15 0.55122 0.70347 4.77352
C16 1.68150 1.65502 4.95732
H19 1.48386 2.72577 4.90696
H20 2.08568 1.67683 5.96938
H21 2.61205 1.33404 4.48920
H22 0.84633 -0.25778 5.19424
H23 -0.26964 1.06810 5.39105
H24 -1.42499 -0.27960 3.52081
Br1 0.73983 1.03539 -7.30860
C17 -0.77085 0.66428 -5.99164
C18 -0.20502 -0.27078 -4.86415
Br2 -1.28536 -0.13440 -3.21336
H25 -1.58036 0.15755 -6.51702
H26 -1.09645 1.63337 -5.61358
H27 0.83390 -0.13456 -4.56381
H28 -0.29190 -1.32061 -5.14419